a | 19
Properties=species:S:1:pos:R:3 method="wB97M-V/def2-TZVPD" lumo_ha="-0.20021 / -0.19787" charge=+1 orbital_gap_ha="0.2119 / 0.2499"
S 0.185 0.641 2.901
N 1.275 0.128 -2.126
C -1.292 -0.319 0.958
C 2.219 -0.640 -1.651
C -1.026 -0.564 3.297
C 0.529 1.060 0.096
C -0.193 0.602 1.168
C -1.649 -1.009 2.156
C 0.103 0.809 -1.337
C -1.269 0.071 -1.422
C -1.780 -0.352 -0.324
H -0.006 1.597 -2.049
H 2.992 -0.733 -2.344
H 1.584 1.354 0.196
H -2.433 -1.668 2.196
H -1.413 -0.777 4.351
H 1.312 0.213 -3.110
H -1.730 0.173 -2.347
H 2.593 -0.587 -0.609

=====

b | 19
Properties=species:S:1:pos:R:3 method="wB97M-V/def2-TZVPD" lumo_ha=-0.17060 charge=+1 orbital_gap_ha=0.2997
S -2.896 -0.603 -2.188
N -0.490 2.026 -0.734
C -0.269 2.998 -0.186
C 1.605 -1.593 1.442
C -2.286 0.469 -1.078
C 0.086 -0.155 -0.309
C 0.587 -0.818 1.933
C 1.822 -1.662 0.076
C 1.049 -0.970 -0.819
C -0.807 0.716 -1.241
C -0.205 -0.045 1.104
H 0.486 -0.855 3.020
H -0.194 3.960 0.397
H 2.317 -2.088 2.155
H 1.127 -1.021 -1.978
H -1.189 0.456 1.383
H -0.529 0.691 -2.361
H 2.787 -2.312 -0.201
H -3.001 0.807 -0.416

=====

Here are the energies relative to the best structure, in kJ/mol: a 151.5; b 0.0.

=====

a | 18
Properties=species:S:1:pos:R:3 method="wB97M-V/def2-TZVPD" lumo_ha="0.15090 / 0.14898" charge=-1 multiplicity=2 s_squared=0.7574 orbital_gap_ha="0.1773 / 0.2802"
O -2.888 -0.268 -1.989
O 0.019 2.266 -1.781
N -0.529 0.205 0.436
C 1.135 -1.762 0.203
C -1.341 -0.287 1.341
C 0.845 -0.418 0.342
C 1.945 0.533 0.834
H 1.511 1.492 0.700
H -2.081 -0.483 -1.588
H -3.364 0.168 -1.230
H 0.507 -2.563 0.683
H 0.425 1.567 -1.197
H 2.855 0.445 0.128
H -0.479 1.675 -2.354
H 2.019 -2.095 -0.185
H -1.860 0.412 2.116
H -1.079 -1.291 1.675
H 2.360 0.404 1.867

=====

b | 18
Properties=species:S:1:pos:R:3 method="wB97M-V/def2-TZVPD" lumo_ha="0.14923 / 0.14569" charge=-1 multiplicity=2 s_squared=0.7529 orbital_gap_ha="0.1439 / 0.2719"
O 2.649 -1.317 -2.517
O 2.414 -0.926 0.329
N 0.102 -0.349 -0.021
C -0.778 0.432 0.860
C 1.191 -1.217 0.264
C -2.285 0.049 0.724
C -0.530 1.930 0.561
H -0.409 0.188 1.871
H -1.477 2.480 0.637
H -2.624 0.158 -0.310
H -2.333 -1.012 0.958
H -0.226 -0.210 -0.988
H 0.801 -2.207 -0.024
H -0.101 1.975 -0.433
H 3.150 -2.044 -2.878
H 3.085 -0.932 -1.733
H 0.211 2.394 1.227
H -2.841 0.608 1.474

=====

c | 18
Properties=species:S:1:pos:R:3 method="wB97M-V/def2-TZVPD" lumo_ha="0.14285 / 0.14130" charge=-1 multiplicity=2 s_squared=0.7534 orbital_gap_ha="0.1256 / 0.2507"
O 1.367 -2.582 -1.148
O 0.758 0.851 -3.134
N -1.539 0.414 0.138
C -0.015 1.016 2.008
C 0.708 -0.585 0.151
C -0.478 -0.041 0.972
C 0.431 -1.898 -0.547
H 1.569 -0.689 0.817
H 0.683 1.717 1.587
H 0.912 0.145 -0.635
H -2.427 0.570 0.678
H 0.572 0.486 2.789
H -0.068 0.662 -3.579
H -0.907 -0.805 1.610
H -0.667 -2.090 -0.719
H -1.264 1.242 -0.376
H 1.227 0.021 -3.068
H -0.863 1.567 2.455

=====

d | 18
Properties=species:S:1:pos:R:3 method="wB97M-V/def2-TZVPD" lumo_ha="0.14758 / 0.14705" charge=-1 multiplicity=2 s_squared=0.7538 orbital_gap_ha="0.1454 / 0.2743"
O 1.659 -0.711 -1.801
O 2.997 1.460 -0.669
N -1.117 -0.403 0.260
C -1.772 -0.355 1.579
C -1.387 0.739 -0.587
C 0.332 -0.600 0.339
C 0.875 -1.256 -0.942
H 2.657 0.623 -1.086
H -1.150 1.774 -0.189
H 0.413 -2.281 -1.047
H -1.572 -1.363 1.945
H 0.874 0.330 0.562
H -2.428 0.584 -0.909
H -0.709 0.777 -1.461
H 0.622 -1.206 1.195
H -2.841 -0.165 1.442
H -1.369 0.410 2.259
H 3.915 1.643 -0.890

=====

Here are the energies relative to the best structure, in kJ/mol: a 185.7; b 26.5; c 0.0; d 18.5.

=====

a | 64
Properties=species:S:1:pos:R:3 method="wB97M-V/def2-TZVPD" lumo_ha=-0.10497 charge=+1 orbital_gap_ha=0.3674
O 2.836 -1.080 -0.267
O 1.944 -1.428 2.125
O -3.728 0.877 -0.364
O 1.617 2.480 3.069
O -3.897 -1.933 -1.870
O 0.054 3.563 -1.418
O -2.485 0.135 -3.710
O -0.563 2.434 1.256
O -2.764 -0.817 1.636
O 1.175 4.952 0.953
O -0.405 -0.009 -5.350
O 1.472 0.720 -3.990
O -0.801 -2.642 0.862
O -0.485 -4.963 0.036
O -1.828 -2.821 3.899
O 1.791 -3.565 0.372
O -0.132 -0.409 2.361
O 2.207 0.138 4.065
O 1.486 -1.484 -2.376
O 2.437 4.705 -1.519
O -0.302 -0.144 -0.616
H 0.042 -5.652 0.464
H 2.231 -4.195 -0.218
H -0.593 -0.124 3.147
H -0.456 -1.784 1.257
H 0.098 2.979 -2.169
H -2.241 0.529 -2.845
H -2.621 -2.509 4.331
H 0.139 0.053 -1.435
H 1.571 0.823 4.408
H 2.092 4.609 0.896
H 0.101 -2.987 1.042
H 1.266 5.354 1.822
H -3.907 -1.431 -1.063
H -0.920 -0.869 -0.436
H 1.617 -2.325 2.155
H -3.322 -2.393 -2.457
H 2.170 -0.602 -0.765
H 2.409 -1.344 -2.594
H 1.722 -0.655 3.545
H -1.691 -3.757 4.025
H -4.017 1.797 -0.416
H -0.393 2.235 0.309
H 2.465 5.124 -2.413
H -2.856 0.810 0.023
H 1.109 2.718 2.236
H 0.928 -3.643 -0.122
H -2.174 -1.382 2.111
H -1.203 -4.674 0.596
H 1.054 -1.024 -3.103
H 2.670 -2.019 -0.173
H 2.125 5.567 -1.115
H 2.372 0.799 3.254
H -3.491 -0.716 2.287
H -0.558 0.953 -5.562
H -3.051 -0.550 -3.345
H 2.126 1.415 -3.867
H 1.453 3.168 3.721
H 0.850 4.132 -1.345
H -1.012 3.303 1.249
H 1.130 0.991 -4.838
H -0.342 0.115 1.561
H 2.515 -1.184 1.373
H -1.034 -0.360 -4.685

=====

b | 64
Properties=species:S:1:pos:R:3 method="wB97M-V/def2-TZVPD" lumo_ha=-0.08644 charge=+1 orbital_gap_ha=0.4023
O 2.065 0.738 -2.229
O -0.311 3.319 1.130
O 1.395 -2.027 0.062
O 1.044 -3.772 1.857
O -0.926 -1.470 -2.298
O 1.481 4.879 -0.380
O 1.359 1.254 1.280
O 3.002 2.623 -0.390
O 0.225 2.699 -2.238
O -1.078 -0.149 0.428
O -0.528 1.746 -4.468
O -2.338 -1.579 2.091
O -0.047 -5.055 -0.764
O 1.460 -3.355 -2.320
O -1.351 2.752 3.372
O -3.052 0.908 2.701
O 0.486 -0.333 3.703
O -0.577 -2.609 3.716
O -1.749 2.648 -0.715
O -2.420 -2.604 -0.442
O 1.978 0.241 -4.924
H 2.388 1.601 -1.971
H 0.013 -1.814 3.738
H 2.535 0.121 -1.607
H 0.544 -4.690 -0.138
H -1.731 -1.818 2.789
H -2.290 -2.235 1.366
H -0.389 -2.035 -2.840
H 1.797 -0.704 -4.846
H 0.069 1.594 -5.242
H -1.242 -0.812 -0.236
H 2.593 3.464 -0.339
H 0.704 1.844 -1.863
H 1.102 0.050 3.039
H -1.312 -0.884 -2.891
H 0.367 2.637 1.304
H -1.646 3.476 3.908
H 3.988 2.698 -0.310
H 0.821 0.629 0.718
H -1.424 -0.545 1.282
H 0.855 4.548 -1.003
H -1.947 2.014 3.315
H 0.492 -1.798 -0.112
H 0.857 -4.052 -2.047
H -0.738 2.747 -1.427
H -1.223 3.095 0.174
H -1.249 2.213 -4.796
H -2.879 0.014 2.332
H 1.220 -2.533 0.856
H -2.043 -3.471 -0.607
H -0.867 3.151 1.977
H -0.015 2.308 -3.177
H -0.685 -2.942 4.591
H 0.950 4.829 0.459
H 2.066 0.639 -4.034
H 1.438 -2.810 -1.549
H -3.961 0.865 3.047
H -2.109 -2.172 -1.262
H 1.775 -4.274 2.186
H -0.128 0.334 4.028
H 0.268 -5.969 -0.839
H 0.544 -3.415 2.592
H -1.727 1.694 -0.456
H 2.102 1.553 0.721

=====

Here are the energies relative to the best structure, in kJ/mol: a 544.1; b 0.0.

=====

a | 104
Properties=species:S:1:pos:R:3 method="wB97M-V/def2-TZVPD" lumo_ha=-0.00098 orbital_gap_ha=0.3136
O -1.541 -4.891 -1.519
O -4.669 -0.994 -0.634
O -2.948 3.480 0.261
O -2.142 -2.028 -4.521
O 2.699 -1.265 -4.032
O 3.169 -5.411 2.633
O 4.320 0.168 0.323
O 1.473 2.675 -0.779
O 2.214 0.112 3.087
O -1.142 -2.930 3.809
O -0.691 4.077 3.532
O 0.179 2.319 -4.174
O -0.083 -1.853 0.717
N -3.551 -5.214 -0.522
N 1.974 -3.885 1.490
N -3.281 4.048 -1.906
N 1.595 -4.278 3.740
N 1.046 3.767 2.144
N -1.265 3.309 -1.249
N 3.585 -0.128 -2.284
N 2.599 1.785 4.487
N -2.307 -1.515 2.532
N 3.132 4.262 -0.957
N -4.029 -1.070 -3.676
N 0.930 0.124 0.590
N 2.292 -1.937 -1.917
N -1.876 1.435 -4.528
N -0.425 -0.438 -1.094
N -3.387 -2.779 4.138
N 2.406 3.343 -2.820
N -3.522 0.805 -1.474
N -0.140 0.059 -4.061
N -0.565 2.143 2.339
N -1.990 -4.039 0.555
N -2.493 -2.119 -2.333
N 5.582 1.989 -0.227
N -4.322 0.878 0.593
N 4.521 1.856 1.797
N 3.341 -0.305 5.043
C -2.870 -1.738 -3.562
C 0.071 -0.767 0.121
C -0.557 1.318 -4.222
C -2.241 -2.458 3.487
C -2.518 3.628 -0.886
C 2.303 -4.514 2.622
C -2.278 -4.757 -0.534
C -4.219 0.159 -0.531
C 2.835 -1.112 -2.811
C 4.777 1.274 0.592
C 2.637 0.482 4.195
C -0.145 3.359 2.708
C 2.251 3.348 -1.453
H 1.229 3.377 1.226
H -3.362 0.395 -2.387
H -0.694 2.952 -0.498
H 1.283 0.744 -0.130
H -4.182 -2.170 4.080
H 2.344 -1.641 -0.954
H 3.014 2.235 5.283
H 1.331 4.701 2.378
H 2.488 -4.331 0.747
H 3.518 -0.012 5.986
H -0.296 0.534 -1.316
H -2.284 0.544 -4.761
H 6.011 1.333 -0.864
H 1.195 -3.250 1.444
H 4.049 0.458 -2.959
H -2.852 4.311 -2.775
H 0.814 -0.227 -3.885
H 1.619 -2.646 -2.149
H -1.405 1.840 2.802
H -3.844 -5.707 -1.348
H -5.064 0.757 1.263
H 4.030 -0.170 -1.365
H 2.039 2.302 3.821
H -2.496 -4.213 1.403
H 3.254 4.497 0.013
H -4.120 -5.120 0.298
H 1.859 -4.869 4.507
H 3.766 4.674 -1.610
H 3.096 3.906 -3.267
H -4.237 4.312 -1.744
H -2.009 -3.005 -2.478
H -3.949 1.812 0.729
H 1.502 -0.024 1.412
H -1.447 -1.365 2.021
H -0.821 -0.676 -4.208
H 5.116 2.525 2.250
H 6.063 2.819 0.069
H 1.685 2.751 -3.249
H -3.296 -3.603 4.707
H 0.036 1.512 1.827
H -1.132 -1.051 -1.471
H -2.128 2.369 -4.799
H -4.343 -0.995 -4.630
H -1.177 -3.436 0.507
H -4.671 -1.059 -2.894
H 0.834 -3.615 3.778
H -1.020 3.265 -2.225
H 3.877 1.305 2.350
H -3.243 -1.230 2.297
H -2.943 1.601 -1.232
H -3.140 -1.922 -1.574
H 3.368 -1.269 4.747

=====

b | 104
Properties=species:S:1:pos:R:3 method="wB97M-V/def2-TZVPD" lumo_ha=-0.01597 orbital_gap_ha=0.2907
O -5.311 0.482 -0.992
O -2.181 -3.382 2.714
O -1.086 4.445 -0.785
O 1.986 4.684 -1.464
O -1.016 1.186 3.078
O 4.727 1.548 0.524
O -3.432 5.374 1.668
O -0.882 -5.236 -1.577
O -0.168 -2.289 -5.389
O 1.632 -3.389 0.691
O -0.069 3.080 -4.561
O -0.916 -0.344 -1.031
O 2.443 1.154 1.976
N -2.453 -0.235 2.025
N 3.710 -0.314 1.329
N 3.599 -4.130 1.568
N -0.368 5.851 -2.414
N 1.348 -5.151 -1.566
N -2.298 6.322 -1.251
N 4.023 3.951 -0.666
N 0.292 -7.200 -1.701
N -2.989 0.553 4.089
N 0.835 -0.691 0.444
N 5.673 -0.466 0.105
N -6.186 -1.599 -0.786
N -1.422 -3.376 -3.825
N 1.695 1.583 4.103
N -0.002 1.395 0.084
N 2.162 2.669 -0.437
N -3.918 -1.322 -0.789
N -1.837 3.752 1.858
N 0.359 -2.081 -3.156
N -0.451 0.860 -4.395
N -1.956 -3.118 0.491
N 3.559 -2.456 -0.018
N -0.395 2.159 -2.487
N 3.601 2.570 3.350
N -2.063 -5.218 1.354
N -3.468 3.991 3.474
C -0.427 -2.529 -4.214
C 0.187 -5.860 -1.505
C 4.744 0.329 0.714
C 2.862 -3.363 0.738
C -0.057 0.077 -0.235
C 2.604 1.682 3.076
C -2.133 -3.894 1.591
C -1.265 5.459 -1.468
C -0.295 2.113 -3.842
C -2.028 0.477 3.095
C -5.139 -0.721 -0.879
C 2.693 3.843 -0.924
C -2.938 4.433 2.292
H -0.261 -1.698 -2.444
H 4.362 2.712 2.714
H 0.459 5.259 -2.424
H 1.166 2.577 -0.490
H -2.351 7.222 -1.683
H -2.963 6.102 -0.522
H 4.590 -4.111 1.710
H -2.691 0.574 5.049
H 4.472 4.792 -0.978
H 2.202 -5.679 -1.606
H -3.194 3.065 3.748
H 0.786 -1.703 0.407
H 3.105 0.221 1.933
H -1.779 -2.149 0.688
H -1.262 -3.836 -2.939
H -2.064 -3.783 -4.476
H -2.076 -5.906 2.080
H -0.246 0.831 -5.375
H 4.550 3.164 -0.296
H 0.940 0.927 3.980
H -1.506 3.947 0.919
H -3.066 -0.839 -1.030
H 3.101 -4.820 2.105
H -4.255 4.466 3.868
H -3.932 0.316 3.848
H 1.307 -4.197 -1.248
H -0.624 0.075 -3.798
H -7.141 -1.304 -0.708
H -0.608 -7.638 -1.808
H -2.057 0.100 1.159
H -2.071 -5.512 0.389
H 1.177 -1.585 -3.462
H 3.534 3.061 4.218
H -3.132 -0.969 2.089
H 2.739 2.049 0.098
H 1.465 -0.246 1.097
H 4.536 -2.344 0.175
H -6.089 -2.596 -0.844
H -0.691 1.965 -0.383
H -3.908 -2.231 -0.366
H 5.527 -1.456 0.102
H -1.696 -3.526 -0.394
H 6.505 0.018 -0.174
H -0.327 3.051 -2.006
H 3.812 -1.301 1.475
H 1.106 -7.691 -1.385
H 1.799 2.030 4.991
H -1.540 2.932 2.364
H 2.991 -1.813 -0.544
H 0.599 1.731 0.818
H -0.479 1.283 -2.007
H -0.404 6.805 -2.705

=====

Here are the energies relative to the best structure, in kJ/mol: a 0.0; b 376.9.